Here is C27H58NP3Sn as an isolated structure in a non-equilibrium geometry from OMol25. Energies are from wB97M-V/def2-TZVPD.

Cartesian coordinates (Å):
1 P 4.51530 1.95863 2.47523
2 P 4.91292 -0.14352 -0.91222
3 C 5.73723 0.96559 1.56360
4 C 5.79113 1.12481 0.02543
5 H 5.59529 -0.08450 1.87639
6 H 6.70954 1.29713 1.96861
7 H 5.42151 2.11196 -0.31226
8 H 6.84501 1.06224 -0.30694
9 C 5.67123 -1.71575 -0.48319
10 H 5.03189 -2.55075 -0.79186
11 H 5.87196 -1.78614 0.59153
12 H 6.62553 -1.77554 -1.02480
13 C 5.35397 0.15683 -2.61735
14 H 6.32119 -0.32496 -2.81222
15 H 5.44730 1.23281 -2.80824
16 H 4.59999 -0.26359 -3.29322
17 C 4.14335 1.29409 4.08904
18 H 3.17407 1.68254 4.44214
19 H 4.94324 1.62028 4.77480
20 H 4.12166 0.19512 4.04768
21 C 5.27731 3.59062 2.71484
22 H 5.64699 4.00484 1.76526
23 H 6.12002 3.48000 3.41186
24 H 4.53761 4.28132 3.14935
25 Sn -0.91276 -0.53731 1.69126
26 C 2.50804 0.69813 -1.74423
27 C 3.15406 -0.18542 -0.78880
28 C 2.66590 -0.14193 0.72037
29 C 2.15997 1.16821 1.36023
30 C 3.12621 2.40137 1.42555
31 C 3.46567 2.97992 0.14342
32 C 2.49570 3.09512 -0.93615
33 C 1.68097 1.83184 -1.45304
34 C -1.46233 1.52305 2.23835
35 H 2.66030 0.45501 -2.79535
36 H 2.94485 -1.23009 -1.12789
37 H 3.43044 -0.58661 1.38346
38 H 1.83050 -0.86757 0.76746
39 H 1.21717 1.48384 0.89878
40 H 1.86097 0.90608 2.39456
41 H 2.65179 3.17716 2.06603
42 H 4.20520 3.79355 0.16914
43 H 3.07833 3.46490 -1.79801
44 H 1.75946 3.87731 -0.66240
45 H 0.79811 1.62600 -0.82261
46 H 1.25687 2.17585 -2.41476
47 H -2.38080 1.74721 1.68694
48 H -0.65419 2.21739 1.98204
49 H -1.63873 1.51591 3.31994
50 C -4.41587 -2.02905 2.15028
51 C -4.38187 -2.51022 0.68919
52 C -3.50572 -3.77277 0.64572
53 C -5.80761 -2.87239 0.23466
54 P -3.65093 -1.19541 -0.40632
55 N -2.35589 -0.57497 0.31195
56 C -3.06087 -1.87844 -2.03134
57 C -4.12659 -2.77563 -2.68348
58 C -2.72946 -0.73364 -3.00223
59 C -1.76588 -2.68002 -1.80865
60 C -4.81903 0.22489 -0.66591
61 C -5.90914 -0.12073 -1.69568
62 C -5.49345 0.60069 0.66173
63 C -4.03243 1.45950 -1.14610
64 H -4.67207 -2.89757 2.77748
65 H -5.18076 -1.26032 2.32020
66 H -3.43614 -1.64243 2.45908
67 H -3.88271 -4.47014 1.40920
68 H -3.56690 -4.28875 -0.32067
69 H -2.45800 -3.54863 0.88906
70 H -6.52263 -2.05338 0.38334
71 H -5.84620 -3.19495 -0.81101
72 H -6.14960 -3.71882 0.85039
73 H -5.08553 -2.26430 -2.82140
74 H -3.75460 -3.04126 -3.68424
75 H -4.30197 -3.71378 -2.14376
76 H -2.04966 -0.00378 -2.54766
77 H -2.21721 -1.16675 -3.87425
78 H -3.62660 -0.22771 -3.37881
79 H -1.07255 -2.12515 -1.16782
80 H -1.95923 -3.66205 -1.36181
81 H -1.28830 -2.84546 -2.78357
82 H -6.48495 -1.01398 -1.42840
83 H -6.61321 0.72432 -1.71693
84 H -5.52243 -0.24232 -2.71379
85 H -4.75486 0.79444 1.45024
86 H -6.05212 1.53405 0.49496
87 H -6.21866 -0.14786 1.00327
88 H -3.10980 1.57026 -0.56645
89 H -3.78253 1.40751 -2.21062
90 H -4.65298 2.35403 -0.99759

As for the charge: +2. The LUMO energy (alpha / beta) is -6.18 / -5.96 eV. Its energy above the lowest of the compared OMol25 structures with the same formula, charge and spin is 0.000 eV. The HOMO energy (alpha / beta) is -11.035 / -11.035 eV. The spin multiplicity is 1. As for the maximum force: 2.97 eV/A. The HOMO-LUMO gap (alpha / beta) comes out at 0.178 / 0.186 hartree.

Löwdin charges in e:
1 P 0.9395
2 P 0.9202
3 C -0.2764
4 C -0.2754
5 H 0.0801
6 H 0.1147
7 H 0.0822
8 H 0.1250
9 C -0.1381
10 H 0.0841
11 H 0.0621
12 H 0.0793
13 C -0.1505
14 H 0.0776
15 H 0.0828
16 H 0.0758
17 C -0.1370
18 H 0.0901
19 H 0.0855
20 H 0.0790
21 C -0.1526
22 H 0.0699
23 H 0.0763
24 H 0.0872
25 Sn 0.9295
26 C -0.0895
27 C -0.3866
28 C -0.1655
29 C -0.2195
30 C -0.3943
31 C -0.1382
32 C -0.1444
33 C -0.1749
34 C -0.3588
35 H 0.1137
36 H 0.1529
37 H 0.0997
38 H 0.0374
39 H 0.0569
40 H 0.0961
41 H 0.1547
42 H 0.1135
43 H 0.1293
44 H 0.1487
45 H 0.1148
46 H 0.1342
47 H -0.0347
48 H -0.0458
49 H -0.0228
50 C -0.0891
51 C -0.6090
52 C -0.0875
53 C -0.0736
54 P 0.8853
55 N -0.4669
56 C -0.6088
57 C -0.0773
58 C -0.0927
59 C -0.0988
60 C -0.6078
61 C -0.0777
62 C -0.0850
63 C -0.0909
64 H 0.0969
65 H 0.0672
66 H 0.0262
67 H 0.0957
68 H 0.0664
69 H 0.0721
70 H 0.0690
71 H 0.0666
72 H 0.1001
73 H 0.0663
74 H 0.0972
75 H 0.0693
76 H 0.0748
77 H 0.0893
78 H 0.0669
79 H 0.0378
80 H 0.0638
81 H 0.0855
82 H 0.0673
83 H 0.0990
84 H 0.0654
85 H 0.0802
86 H 0.0948
87 H 0.0674
88 H 0.0527
89 H 0.0610
90 H 0.0923

Here is C43H46CaCl5N12O2S2 as an isolated structure in a non-equilibrium geometry from OMol25. Energies are from wB97M-V/def2-TZVPD.

Cartesian coordinates (Å):
1 Ca -0.52475 0.38551 -0.15854
2 Cl -3.20060 2.33136 -2.08088
3 C -3.84252 1.03655 -1.12395
4 C -2.95035 0.12049 -0.57208
5 C -3.56443 -0.93904 0.07893
6 Cl -2.52505 -2.20263 0.66918
7 C -4.93708 -1.07240 0.26674
8 Cl -5.59838 -2.39252 1.17092
9 C -5.77990 -0.11302 -0.28097
10 Cl -7.48826 -0.24235 -0.07990
11 C -5.22929 0.94227 -1.00517
12 Cl -6.27882 2.10761 -1.73165
13 S 0.43357 1.87641 -2.38880
14 C -0.03968 0.84121 -3.69625
15 N 0.20304 1.11205 -4.94846
16 N 0.91817 2.20829 -5.16501
17 C 1.36928 2.54500 -6.42033
18 C 2.12268 3.71132 -6.59274
19 C 2.60373 4.05076 -7.84418
20 C 2.34756 3.24605 -8.94655
21 C 1.58138 2.09858 -8.77988
22 C 1.08991 1.74528 -7.53677
23 N -0.73359 -0.35071 -3.60518
24 N -0.82774 -0.95259 -2.51791
25 C -1.58732 -2.13696 -2.64381
26 C -1.12199 -3.28895 -2.01833
27 C -1.82991 -4.47199 -2.14136
28 C -3.02181 -4.50912 -2.85250
29 C -3.49718 -3.35199 -3.45652
30 C -2.77829 -2.17258 -3.36610
31 H 1.21209 2.73093 -4.34155
32 H 2.32388 4.34127 -5.73374
33 H 3.18243 4.95861 -7.96421
34 H 2.74101 3.51008 -9.91979
35 H 1.36321 1.46953 -9.63447
36 H 0.49198 0.85709 -7.39297
37 H -0.20253 -3.23445 -1.44904
38 H -1.46088 -5.37518 -1.66925
39 H -3.58329 -5.43224 -2.92416
40 H -4.43261 -3.36800 -4.00203
41 H -3.13514 -1.26024 -3.82576
42 C 0.13151 -3.90048 1.24836
43 N 1.23686 -4.08225 0.35260
44 C 1.70065 -5.40995 0.04716
45 C 3.08480 -5.16084 -0.54758
46 N 3.09453 -3.73657 -0.83516
47 C 4.39700 -3.12893 -1.02941
48 C 1.98184 -3.10079 -0.25682
49 N 1.60751 -1.88319 -0.35265
50 C 2.44982 -0.89274 -0.99548
51 C 3.32477 -0.19364 0.05914
52 N 2.66001 1.00702 0.51528
53 C 3.08115 1.72419 1.47591
54 N 4.19149 1.57067 2.31584
55 C 4.71271 0.27675 2.70320
56 C 4.08088 2.52251 3.41209
57 C 3.21908 3.62420 2.82044
58 N 2.44714 2.90809 1.83404
59 C 1.71927 3.67732 0.85366
60 H 0.33799 -4.41174 2.19448
61 H -0.79173 -4.31550 0.83062
62 H 0.00145 -2.84781 1.46429
63 H 1.03694 -5.90490 -0.67460
64 H 1.73142 -6.02337 0.95171
65 H 3.24718 -5.73865 -1.46054
66 H 3.87502 -5.42347 0.16770
67 H 5.16497 -3.87889 -0.83273
68 H 4.56741 -2.29732 -0.34563
69 H 4.53532 -2.77279 -2.05223
70 H 1.80168 -0.12700 -1.41524
71 H 3.04620 -1.30844 -1.81231
72 H 4.31815 0.03343 -0.35870
73 H 3.44097 -0.90736 0.88318
74 H 3.98595 -0.31475 3.27363
75 H 5.58989 0.44205 3.32998
76 H 5.03037 -0.29125 1.83408
77 H 5.06773 2.86990 3.72314
78 H 3.58248 2.06420 4.27700
79 H 3.83224 4.40832 2.35011
80 H 2.57425 4.08913 3.56832
81 H 2.36213 4.45082 0.41115
82 H 0.85009 4.15225 1.31038
83 H 1.38792 3.00759 0.06737
84 C -5.12867 -0.32705 6.78707
85 C -3.85349 -0.26464 5.98920
86 C -3.81567 -0.68749 4.66474
87 C -2.64774 -0.58538 3.92495
88 C -1.50594 -0.06263 4.50450
89 C -1.51895 0.34693 5.82791
90 C -2.68938 0.24350 6.56205
91 S -0.03133 0.10300 3.49163
92 O 0.44737 -1.23359 3.24165
93 O 0.86549 0.97670 4.21513
94 N -0.51882 0.71375 2.09419
95 C -0.99697 1.99166 2.03917
96 C -1.33923 2.80822 3.14883
97 C -1.81306 4.07833 2.93173
98 C -1.94526 4.56083 1.63052
99 C -1.60190 3.70876 0.60530
100 N -1.15318 2.46945 0.78980
101 H -5.92657 -0.79191 6.20972
102 H -5.45066 0.67840 7.06568
103 H -4.99077 -0.89623 7.70819
104 H -4.70457 -1.09765 4.19940
105 H -2.61706 -0.91396 2.89795
106 H -0.61269 0.74566 6.26767
107 H -2.70309 0.56802 7.59692
108 H -1.20888 2.43539 4.14892
109 H -2.07642 4.70565 3.77539
110 H -2.29330 5.56348 1.42800
111 H -1.67884 4.02773 -0.42694

As for the charge: -1. The LUMO energy is 2.32 eV. Its energy above the lowest of the compared OMol25 structures with the same formula, charge and spin is 0.046 eV. The HOMO energy is -4.433 eV. The spin multiplicity is 1. As for the maximum force: 2.03 eV/A. The HOMO-LUMO gap comes out at 0.248 hartree.

Here are the Löwdin charges for atoms 1 to 99, given in e:
1 Ca 1.0924
2 Cl 0.6670
3 C -0.7135
4 C -0.2724
5 C -0.7015
6 Cl 0.7498
7 C -0.7094
8 Cl 0.6420
9 C -0.7178
10 Cl 0.6437
11 C -0.7120
12 Cl 0.6401
13 S 0.5146
14 C -0.8176
15 N 0.0361
16 N -0.0397
17 C -0.2414
18 C -0.0418
19 C -0.1159
20 C -0.1299
21 C -0.1086
22 C -0.0349
23 N 0.0417
24 N 0.0142
25 C -0.2820
26 C -0.0635
27 C -0.1007
28 C -0.0998
29 C -0.0853
30 C -0.0264
31 H 0.0352
32 H 0.1065
33 H 0.0942
34 H 0.0870
35 H 0.0952
36 H 0.0964
37 H 0.0794
38 H 0.0920
39 H 0.0943
40 H 0.0991
41 H 0.1118
42 C -0.0817
43 N -0.1212
44 C -0.1353
45 C -0.1424
46 N -0.0837
47 C -0.0550
48 C -0.3619
49 N 0.0891
50 C -0.2386
51 C -0.2396
52 N 0.1093
53 C -0.3565
54 N -0.0819
55 C -0.0607
56 C -0.1523
57 C -0.1453
58 N -0.0992
59 C -0.0456
60 H 0.0945
61 H 0.0559
62 H 0.0287
63 H 0.1136
64 H 0.1174
65 H 0.1176
66 H 0.1142
67 H 0.0823
68 H 0.0701
69 H 0.0861
70 H 0.0085
71 H 0.0964
72 H 0.1193
73 H 0.0871
74 H 0.1017
75 H 0.0849
76 H 0.0615
77 H 0.1154
78 H 0.1183
79 H 0.1169
80 H 0.1214
81 H 0.0930
82 H 0.0725
83 H 0.0289
84 C -0.0563
85 C -0.2757
86 C -0.0225
87 C -0.0470
88 C -0.2804
89 C -0.0660
90 C -0.0456
91 S 0.5686
92 O -0.3211
93 O -0.3230
94 N -0.2436
95 C -0.4214
96 C -0.0095
97 C -0.0726
98 C -0.0861
99 C -0.1818